# C41H31F12GeNO4Re

A molecular structure, C41H31F12GeNO4Re (ωB97M-V/def2-TZVPD, the OMol25 dataset).

Its calculated total energy is -5289.39952 Eh. The calculation puts the highest occupied orbital energy (alpha / beta) at -0.5977 / -0.5976 hartree. Its molar mass is 1088.5 g mol⁻¹.

The geometry in ORCA input format:
```
! RIJCOSX wB97M-V def2-TZVPD def2/J DEFGRID3
* xyz 3 1
Re -0.464 -2.675 -0.448
C -6.707 -2.364 2.682
C -5.510 -2.232 1.804
C -5.635 -2.027 0.428
C -4.518 -1.918 -0.363
C -3.227 -2.028 0.191
N -2.123 -1.847 -0.648
C -2.344 -1.223 -1.918
C -2.850 0.069 -1.960
C -3.124 0.659 -3.182
C -2.929 -0.046 -4.365
C -3.255 0.553 -5.699
C -2.419 -1.347 -4.297
C -2.090 -1.953 -3.094
C -1.587 -3.403 -3.060
O -0.633 -3.613 -2.015
C -2.764 -4.404 -2.844
F -2.438 -5.637 -3.173
F -3.096 -4.391 -1.536
F -3.824 -4.022 -3.545
C -0.774 -3.789 -4.335
F 0.087 -2.804 -4.621
F -0.081 -4.893 -4.128
F -1.587 -3.972 -5.371
C -3.082 -2.319 1.574
C -4.220 -2.370 2.346
C -1.715 -2.500 2.223
O -0.761 -3.080 1.358
C -1.740 -3.481 3.443
F -2.473 -4.548 3.149
F -0.510 -3.878 3.731
F -2.251 -2.878 4.520
C -1.162 -1.113 2.653
F -2.044 -0.413 3.344
F -0.037 -1.215 3.354
F -0.867 -0.407 1.528
H -7.578 -1.879 2.246
H -6.946 -3.423 2.814
H -6.520 -1.948 3.672
H -6.617 -1.962 -0.021
H -4.633 -1.782 -1.429
H -3.033 0.597 -1.032
H -3.521 1.664 -3.214
H -3.736 1.523 -5.596
H -2.348 0.681 -6.294
H -3.919 -0.103 -6.262
H -2.292 -1.884 -5.226
H -4.140 -2.548 3.409
O 1.988 0.037 0.587
C 1.638 -0.318 -0.571
O 0.901 -1.339 -0.736
C 2.162 0.401 -1.791
C 3.020 1.622 -1.411
Ge 2.874 1.788 0.524
C 4.763 1.697 1.572
C 4.378 1.747 2.948
C 4.262 0.598 3.694
C 4.533 -0.646 3.120
C 4.899 -0.744 1.785
C 5.023 0.402 1.021
C 5.140 2.955 0.820
C 4.564 4.185 1.160
C 4.919 5.336 0.473
C 5.850 5.273 -0.552
C 6.437 4.057 -0.888
C 6.086 2.903 -0.212
C 1.562 2.853 1.437
C 1.085 2.516 2.704
C 0.083 3.279 3.281
C -0.440 4.372 2.600
C 0.028 4.704 1.336
C 1.030 3.945 0.750
H 1.320 0.642 -2.442
H 2.757 -0.336 -2.338
H 2.695 2.545 -1.889
H 4.063 1.477 -1.684
H 4.214 2.711 3.412
H 3.993 0.665 4.740
H 4.469 -1.540 3.727
H 5.115 -1.707 1.345
H 5.351 0.321 -0.008
H 3.846 4.259 1.968
H 4.480 6.284 0.753
H 6.139 6.173 -1.077
H 7.192 4.015 -1.661
H 6.599 1.981 -0.451
H 1.482 1.664 3.242
H -0.286 3.028 4.266
H -1.211 4.974 3.063
H -0.374 5.563 0.816
H 1.409 4.232 -0.225
*
```

# C22H66O11

11 unconnected molecules or ions with the total composition C22H66O11 (ωB97M-V/def2-TZVPD, the OMol25 dataset).

Its calculated total energy is -1704.93441 Eh. The calculation puts the highest occupied orbital energy (alpha / beta) at -0.4108 / -0.4108 hartree. Its molar mass is 506.8 g mol⁻¹. For the energy above the lowest of the compared OMol25 structures with the same formula, charge and spin, the calculation gives 1.784 eV. As for the expectation value of S²: 0.7544.

The geometry in ORCA input format:
```
! RIJCOSX wB97M-V def2-TZVPD def2/J DEFGRID3
* xyz 1 2
C 0.403 -3.662 -2.957
C 0.120 -5.050 -3.427
O 1.256 -5.752 -3.831
H -0.461 -3.186 -2.494
H 0.609 -3.086 -3.859
H 1.240 -3.637 -2.261
H -0.614 -4.989 -4.230
H -0.202 -5.675 -2.594
H 1.818 -5.241 -4.418
C 1.707 3.465 -0.029
C 1.444 4.873 -0.617
O 0.215 4.812 -1.170
H 2.547 3.388 0.661
H 1.803 2.640 -0.736
H 0.914 3.159 0.653
H 2.243 5.088 -1.326
H 1.476 5.508 0.269
H 0.156 5.495 -1.842
C -4.953 -1.270 2.357
C -3.880 -1.835 1.528
O -4.434 -2.325 0.332
H -4.510 -0.849 3.259
H -5.589 -2.110 2.636
H -5.544 -0.480 1.894
H -3.382 -2.642 2.066
H -3.115 -1.091 1.308
H -3.724 -2.516 -0.285
C -0.713 -3.920 1.113
C -1.811 -4.685 0.323
O -2.310 -3.756 -0.648
H 0.061 -3.667 0.389
H -0.241 -4.604 1.817
H -1.177 -3.061 1.599
H -2.590 -5.109 0.956
H -1.385 -5.525 -0.226
H -2.762 -4.327 -1.273
C 0.195 -0.806 -1.136
C -0.136 0.328 -0.136
O 0.716 0.254 0.975
H -0.479 -0.834 -1.992
H 0.159 -1.750 -0.592
H 1.165 -0.721 -1.626
H -1.114 0.152 0.312
H -0.114 1.329 -0.567
H 1.617 0.086 0.690
C -0.269 -1.580 3.902
C -1.076 -0.258 4.077
O -0.354 0.832 3.579
H -0.831 -2.494 4.092
H 0.586 -1.667 4.572
H 0.163 -1.655 2.904
H -1.288 -0.201 5.145
H -2.072 -0.325 3.641
H -0.014 0.591 2.714
C -3.650 1.824 0.205
C -3.264 2.204 1.650
O -3.790 3.543 1.858
H -3.391 0.792 -0.036
H -3.083 2.465 -0.470
H -4.722 1.902 0.025
H -2.197 2.232 1.871
H -3.677 1.544 2.414
H -3.205 4.097 1.336
C 3.121 -2.503 0.754
C 4.034 -1.268 0.858
O 3.394 -0.148 0.182
H 2.281 -2.512 1.449
H 3.710 -3.358 1.085
H 2.702 -2.611 -0.247
H 4.986 -1.458 0.362
H 4.180 -0.997 1.903
H 4.030 0.570 0.144
C 2.869 1.645 3.502
C 2.890 1.951 4.978
O 3.803 1.135 5.650
H 1.950 1.949 3.001
H 2.826 0.566 3.356
H 3.712 2.071 2.958
H 1.898 1.797 5.402
H 3.214 2.990 5.034
H 3.605 1.214 6.586
C 2.599 1.471 -3.375
C 2.937 2.780 -4.102
O 2.229 2.737 -5.339
H 2.633 0.598 -4.028
H 1.546 1.501 -3.095
H 3.253 1.447 -2.503
H 4.010 2.780 -4.295
H 2.588 3.624 -3.506
H 1.303 2.529 -5.200
C -1.806 2.413 -3.179
C -1.201 3.054 -4.397
O -0.317 2.101 -4.978
H -2.332 1.494 -3.439
H -2.574 3.066 -2.764
H -1.144 2.243 -2.330
H -0.567 3.889 -4.097
H -1.913 3.374 -5.157
H -0.940 1.608 -5.517
*
```

# C35H23Cl2F10N7O3S2Tm

A molecular structure, C35H23Cl2F10N7O3S2Tm (ωB97M-V/def2-TZVPD, the OMol25 dataset).

Its calculated total energy is -5757.26596 Eh. The calculation puts the highest occupied orbital energy (alpha / beta) at -0.1699 / -0.1699 hartree. Its molar mass is 1083.6 g mol⁻¹. For the energy above the lowest of the compared OMol25 structures with the same formula, charge and spin, the calculation gives 0.000 eV. As for the expectation value of S²: 2.0020.

The geometry in ORCA input format:
```
! RIJCOSX wB97M-V def2-TZVPD def2/J DEFGRID3
* xyz -1 3
Tm 0.614 -0.545 -0.187
C 3.814 -0.403 -1.602
N 3.345 -0.452 -0.214
C 3.771 0.737 0.549
C 2.959 1.925 0.141
N 1.685 1.563 -0.383
C 1.120 2.311 -1.365
C 1.193 3.754 -1.527
F 1.734 4.455 -0.519
C 0.593 4.356 -2.571
F 0.576 5.741 -2.648
C -0.027 3.598 -3.604
F -0.221 4.178 -4.804
C -0.103 2.240 -3.471
F -0.545 1.515 -4.501
C 0.478 1.592 -2.383
F 0.568 0.194 -2.368
C 3.674 -1.753 0.476
C 3.037 -2.876 -0.271
N 1.800 -2.481 -0.979
C 1.050 -3.519 -1.398
C 1.363 -4.943 -1.346
F 2.578 -5.345 -0.902
C 0.478 -5.892 -1.785
F 0.743 -7.214 -1.646
C -0.719 -5.546 -2.438
F -1.479 -6.510 -2.896
C -1.133 -4.201 -2.471
F -2.187 -3.789 -3.231
C -0.292 -3.262 -1.891
F -0.857 -2.023 -1.791
H 4.870 -0.709 -1.659
H 3.698 0.559 -2.031
H 3.236 -1.147 -2.124
H 4.854 0.938 0.484
H 3.537 0.571 1.619
H 3.596 2.333 -0.688
H 2.990 2.700 0.919
H 3.177 -1.662 1.466
H 4.785 -1.862 0.703
H 2.756 -3.713 0.459
H 3.753 -3.321 -1.015
Cl -1.985 -4.612 1.705
C -1.011 -3.514 2.692
C -0.904 -3.782 4.042
C -0.091 -3.013 4.860
Cl 0.220 -3.621 6.435
C 0.489 -1.829 4.336
C 1.266 -0.937 5.177
C 1.598 0.319 4.628
C 1.266 0.547 3.232
N 0.936 -0.417 2.398
C 0.382 -1.563 2.957
C -0.387 -2.372 2.093
O -0.579 -2.165 0.836
H -1.352 -4.667 4.506
H 1.419 -1.254 6.189
H 1.835 1.187 5.198
H 1.207 1.572 2.902
N -2.298 6.699 0.427
C -2.645 5.371 0.513
C -2.694 4.622 -0.733
C -2.799 3.239 -0.629
C -2.736 2.654 0.631
C -2.848 3.384 1.828
C -2.838 4.755 1.782
S -2.505 0.908 0.740
O -2.326 0.605 2.168
O -1.243 0.688 -0.053
N -3.884 0.199 0.290
C -4.068 -0.221 -0.962
S -5.068 -1.589 -1.294
C -4.748 -1.543 -2.934
C -3.975 -0.397 -3.238
N -3.694 0.308 -2.156
H -2.451 7.246 -0.428
H -2.187 7.235 1.273
H -2.565 5.140 -1.677
H -2.875 2.732 -1.600
H -3.007 2.984 2.822
H -2.883 5.343 2.671
H -5.168 -2.331 -3.569
H -3.666 -0.001 -4.164
*
```

# C29H22BrIrN5O3S

A molecular structure, C29H22BrIrN5O3S (ωB97M-V/def2-TZVPD, the OMol25 dataset).

Its calculated total energy is -4694.15686 Eh. The calculation puts the highest occupied orbital energy (alpha / beta) at -0.3721 / -0.3929 hartree. Its molar mass is 792.7 g mol⁻¹. For the energy above the lowest of the compared OMol25 structures with the same formula, charge and spin, the calculation gives 0.000 eV. As for the expectation value of S²: 6.0143.

The geometry in ORCA input format:
```
! RIJCOSX wB97M-V def2-TZVPD def2/J DEFGRID3
* xyz 1 5
Ir -0.248 -0.197 -0.186
Br 1.543 6.221 -3.413
C 0.807 4.819 -2.385
C -0.591 4.675 -2.311
C -1.150 3.671 -1.568
C -0.341 2.751 -0.863
O -0.915 1.817 -0.159
C 1.067 2.894 -0.954
C 1.974 2.000 -0.326
N 1.663 0.902 0.294
C 2.671 0.119 0.900
C 3.925 0.555 1.246
C 4.854 -0.317 1.852
C 4.523 -1.610 2.135
C 3.225 -2.084 1.833
C 2.789 -3.393 2.139
C 1.509 -3.769 1.853
C 0.649 -2.838 1.248
N 1.034 -1.621 0.933
C 2.306 -1.218 1.214
C 1.619 3.951 -1.718
H -1.224 5.365 -2.854
H -2.224 3.548 -1.510
H 3.029 2.262 -0.424
H 4.213 1.585 1.086
H 5.836 0.059 2.102
H 5.232 -2.276 2.607
H 3.478 -4.082 2.610
H 1.141 -4.758 2.084
H -0.378 -3.096 1.019
H 2.695 4.059 -1.771
O -2.583 0.414 -3.546
C -1.678 0.076 -2.815
O -1.818 -0.481 -1.648
C -0.244 0.284 -3.245
C 0.074 0.863 -4.462
C 1.410 1.010 -4.789
C 2.375 0.553 -3.901
C 1.969 -0.006 -2.705
N 0.680 -0.123 -2.379
H -0.729 1.177 -5.113
H 1.699 1.468 -5.725
H 3.429 0.627 -4.130
H 2.687 -0.378 -1.984
N -3.297 1.503 2.130
C -3.136 0.582 1.187
S -1.998 -0.697 1.484
N -3.854 0.591 0.077
C -4.863 1.535 -0.279
C -5.842 1.927 0.627
C -6.813 2.836 0.231
C -6.822 3.334 -1.063
C -5.863 2.904 -1.970
C -4.881 2.006 -1.586
H -2.671 1.485 2.916
H -3.866 2.319 1.969
H -3.475 0.006 -0.666
H -5.886 1.493 1.618
H -7.576 3.137 0.936
H -7.583 4.039 -1.367
H -5.879 3.265 -2.990
H -4.143 1.654 -2.296
*
```

# C4H13N2OPS

C4H13N2OPS in the gas phase (ωB97M-V/def2-TZVPD, the OMol25 dataset).

Its calculated total energy is -1084.45016 Eh. Its SMILES is CO[C@@H](CNCN)[PH2]=S. The calculation puts the highest occupied orbital energy at -0.3101 hartree. Its molar mass is 168.2 g mol⁻¹. For the energy above the lowest of the compared OMol25 structures with the same formula, charge and spin, the calculation gives 2.262 eV.

The geometry in ORCA input format:
```
! RIJCOSX wB97M-V def2-TZVPD def2/J DEFGRID3
* xyz 0 1
C 2.817 -0.614 0.568
O 2.445 0.161 -0.558
C 1.064 0.408 -0.719
C 0.122 -0.765 -0.385
N -1.129 -0.641 -1.141
C -2.275 -0.167 -0.402
N -2.640 -1.026 0.753
P 0.562 1.973 0.167
S -0.407 3.235 -0.985
H 3.888 -0.503 0.684
H 2.623 -1.670 0.408
H 2.336 -0.277 1.485
H 0.903 0.646 -1.762
H -0.036 -0.805 0.692
H 0.590 -1.692 -0.685
H -1.375 -1.563 -1.479
H -2.148 0.872 -0.108
H -3.116 -0.185 -1.086
H -3.592 -0.779 1.012
H -2.093 -0.742 1.560
H -0.257 1.601 1.250
H 1.719 2.535 0.731
*
```

# C19H21N3O3

C19H21N3O3 in the gas phase (ωB97M-V/def2-TZVPD, the OMol25 dataset).

Its calculated total energy is -1126.63739 Eh. Its SMILES is CCCOc1ccc(N2C(=O)C[C@@H](NCc3ccncc3)C2=O)cc1. The calculation puts the highest occupied orbital energy at -0.3134 hartree. Its molar mass is 339.4 g mol⁻¹. For the energy above the lowest of the compared OMol25 structures with the same formula, charge and spin, the calculation gives 1.465 eV.

The geometry in ORCA input format:
```
! RIJCOSX wB97M-V def2-TZVPD def2/J DEFGRID3
* xyz 0 1
C -8.100 -0.424 -0.364
C -7.373 -1.426 0.524
C -5.993 -0.918 0.931
O -5.189 -0.866 -0.231
C -3.915 -0.417 -0.135
C -3.300 0.002 1.042
C -1.988 0.441 1.023
C -1.280 0.475 -0.168
N 0.065 0.935 -0.185
C 0.491 2.068 0.497
O -0.222 2.811 1.113
C 1.989 2.180 0.314
C 2.346 1.121 -0.727
N 3.446 0.273 -0.324
C 4.754 0.827 -0.621
C 5.852 -0.082 -0.145
C 5.672 -0.911 0.957
C 6.724 -1.717 1.360
N 7.899 -1.742 0.756
C 8.071 -0.953 -0.289
C 7.087 -0.110 -0.781
C 1.074 0.288 -0.862
O 0.978 -0.754 -1.455
C -1.887 0.061 -1.348
C -3.189 -0.384 -1.328
H -8.268 0.509 0.169
H -9.063 -0.822 -0.676
H -7.506 -0.215 -1.250
H -7.248 -2.368 -0.011
H -7.952 -1.616 1.429
H -6.077 0.082 1.378
H -5.543 -1.598 1.668
H -3.828 -0.011 1.982
H -1.520 0.764 1.939
H 2.259 3.197 0.035
H 2.473 1.948 1.265
H 2.524 1.591 -1.714
H 3.345 -0.639 -0.762
H 4.837 1.783 -0.088
H 4.891 1.038 -1.697
H 4.728 -0.920 1.477
H 6.623 -2.378 2.211
H 9.046 -1.003 -0.757
H 7.279 0.513 -1.642
H -1.335 0.081 -2.275
H -3.675 -0.713 -2.233
*
```

# C5H10N2

C5H10N2 in the gas phase (ωB97M-V/def2-TZVPD, the OMol25 dataset).

Its calculated total energy is -305.90905 Eh. Its SMILES is CC/N=C/[C@H]1CN1. The calculation puts the highest occupied orbital energy at -0.3185 hartree. Its molar mass is 98.1 g mol⁻¹. For the energy above the lowest of the compared OMol25 structures with the same formula, charge and spin, the calculation gives 3.124 eV.

The geometry in ORCA input format:
```
! RIJCOSX wB97M-V def2-TZVPD def2/J DEFGRID3
* xyz 0 1
C -2.011 -0.150 0.065
C -1.363 0.336 -1.262
N -0.004 0.753 -0.955
C 0.652 -0.320 -0.807
C 1.229 -0.569 0.522
C 2.351 0.246 0.994
N 1.018 0.470 1.518
H -3.092 -0.027 0.000
H -1.653 0.429 0.925
H -1.818 -1.206 0.310
H -1.433 -0.465 -2.017
H -1.845 1.232 -1.607
H 0.573 -1.161 -1.514
H 1.015 -1.578 0.871
H 3.071 -0.197 1.668
H 2.726 0.940 0.246
H 0.584 1.267 1.042
*
```

# C4H11N4

A gas-phase ion, C4H11N4 (charge +1) (ωB97M-V/def2-TZVPD, the OMol25 dataset).

Its calculated total energy is -377.61318 Eh. Its SMILES is C=C/N=C/N(N)[NH2+]C. The calculation puts the highest occupied orbital energy at -0.4455 hartree. Its molar mass is 115.2 g mol⁻¹. For the energy above the lowest of the compared OMol25 structures with the same formula, charge and spin, the calculation gives 5.812 eV.

The geometry in ORCA input format:
```
! RIJCOSX wB97M-V def2-TZVPD def2/J DEFGRID3
* xyz 1 1
C 3.939 -0.094 0.003
C 2.770 0.531 -0.073
N 1.624 -0.201 0.213
C 0.486 0.369 0.084
N -0.690 -0.213 -0.109
N -0.633 -1.570 0.000
N -1.964 0.256 0.622
C -3.075 0.612 -0.395
H 4.834 0.301 -0.404
H 4.192 -0.974 0.490
H 2.776 1.442 -0.632
H 0.391 1.443 0.198
H 0.253 -1.977 0.161
H -0.895 -2.175 -0.803
H -1.765 1.049 1.197
H -2.189 -0.673 1.048
H -3.876 -0.012 0.076
H -3.596 1.594 -0.334
H -2.583 0.292 -1.342
*
```

no.,strongest force on any atom (eV Å⁻¹)
1,0.71
2,3.98
3,3.83
4,0.76
5,1.67
6,0.55
7,1.14
8,5.11